Entry 1:
The following is a quantum chemistry calculation of one molecule with the formula C3H6N4S, from the OMol25 dataset.

Geometry as XYZ:
```
14
Properties=species:S:1:pos:R:3
N 1.66722 1.73855 0.32324
N 1.22549 0.61107 -0.34493
N 2.17062 -0.40987 -0.06036
C 1.50865 -1.59340 0.15285
C 0.16380 -1.37170 0.04971
C -0.05822 0.05822 -0.19190
N -1.12004 0.76672 -0.27228
S -2.54654 -0.12253 0.05955
H 1.31869 2.62393 -0.12549
H 1.20867 1.76154 1.32146
H 3.02720 -0.35115 -0.66393
H 1.91386 -2.62283 0.26991
H -0.69441 -1.97033 0.43927
H -3.31772 1.01518 0.22230
```

Properties
* SMILES: Nn1[nH]cc/c1=N\S
* energy relative to the best compared isomer or geometry (same formula, charge and spin): 80.8 kcal/mol
* 2S+1: 1
* LUMO: 0.880 eV

And the Mulliken charges, in e, turn out to be: N -0.658; N 0.243; N -0.282; C -0.270; C -0.549; C 0.615; N -0.518; S -0.216; H 0.283; H 0.257; H 0.292; H 0.371; H 0.275; H 0.158


Entry 2:
The following is a quantum chemistry calculation of one molecule with the formula C4H7NO, from the OMol25 dataset.

Geometry as XYZ:
```
13
Properties=species:S:1:pos:R:3
C 1.41010 -0.64515 -0.01688
C 0.00107 -0.10569 -0.08828
C -1.10111 -0.86884 0.56843
O -2.26225 -0.79553 0.23348
C -0.27667 1.36194 0.00365
N -0.31552 0.67653 -1.27214
H 1.60812 -1.31236 -0.86217
H 2.12837 0.17747 -0.07115
H 1.58911 -1.19727 0.91226
H -0.79274 -1.45342 1.46016
H -1.22366 1.66233 0.44696
H 0.56466 2.02553 0.18502
H -1.28228 0.50873 -1.54741
```

Properties
* SMILES: C[C@@]1(C=O)CN1
* energy relative to the best compared isomer or geometry (same formula, charge and spin): 43.1 kcal/mol
* 2S+1: 1
* LUMO: 0.925 eV

And the Mulliken charges, in e, turn out to be: C -1.240; C 1.096; C -0.112; O -0.507; C -0.698; N -0.628; H 0.255; H 0.315; H 0.369; H 0.311; H 0.277; H 0.243; H 0.319


Entry 3:
The following is a quantum chemistry calculation of one molecule with the formula C6H12N6P2, from the OMol25 dataset.

Geometry as XYZ:
```
26
Properties=species:S:1:pos:R:3
C -2.22615 -0.58085 -0.99433
C 2.81371 -1.14406 -0.13787
C -0.40654 -2.28560 0.65354
C 0.08084 0.39024 2.94775
C -0.59734 2.47751 -0.81358
C 0.67191 0.26648 -2.23299
N -2.61865 -1.05029 -1.94947
N 3.29124 -2.15097 -0.43993
N -0.62081 -0.95595 1.14511
N 0.40223 -0.55285 1.93422
N -0.37352 1.20095 -0.25849
N 0.59553 0.34515 -0.85134
P -1.63518 0.31935 0.43500
P 2.02186 0.35355 0.27305
H 0.25117 -2.27339 -0.22985
H 0.14268 -2.88264 1.50846
H -1.50195 -2.61039 0.42116
H -0.94231 0.65508 2.91994
H 0.15762 -0.16828 3.88661
H 0.76403 1.28377 2.89071
H 0.31589 2.94962 -1.09749
H -1.06206 2.42179 -1.90844
H -1.25711 2.99877 -0.08512
H 0.66314 -0.68661 -2.67477
H -0.29592 0.64202 -2.62546
H 1.36569 1.03762 -2.71640
```

Properties
* 2S+1: 1
* LUMO (spin up / spin down): -0.562 / -0.955 eV

And the Mulliken charges, in e, turn out to be: C 0.317; C 0.419; C -0.706; C -0.938; C -0.917; C -1.263; N -0.403; N -0.423; N 0.361; N -0.451; N 0.218; N 0.407; P -0.201; P -0.207; H 0.216; H 0.270; H 0.328; H 0.411; H 0.352; H 0.260; H 0.317; H 0.266; H 0.308; H 0.351; H 0.393; H 0.314


Entry 4:
The following is a quantum chemistry calculation of C18H36N4O7PPd as an isolated structure, from the OMol25 dataset.

Geometry as XYZ:
```
67
Properties=species:S:1:pos:R:3
Pd -0.58920 0.84728 -0.29027
O -3.23739 -3.93425 0.56718
C -2.74445 -3.18838 -0.16431
O -2.24978 -2.43295 -0.89574
C -3.81414 0.06929 -1.44239
O -4.18699 -0.33899 -2.45476
O -3.43075 0.47118 -0.41876
C -1.56013 2.73299 1.17909
C -1.84263 3.23855 -0.24421
C -1.85500 4.76239 -0.30723
C -0.80585 2.63158 -1.16605
H -2.33380 3.06014 1.87480
H -0.59372 3.08961 1.54125
H -1.57251 1.62211 1.27234
H -2.82709 2.87136 -0.53708
H -0.89003 5.16974 0.00231
H -2.62265 5.16836 0.35423
H -2.06047 5.11213 -1.31914
H 0.16241 3.13789 -1.07883
H -1.11734 2.59269 -2.20906
C 1.43479 0.99280 4.13872
C 1.29155 0.45045 2.73908
O 0.15909 -0.44158 2.71405
P -0.36110 -1.01811 1.30118
O 0.69075 -2.13720 0.87398
C 1.06047 -3.25688 1.72796
C 2.48655 -3.09354 2.19094
O -1.58506 -1.90162 1.81758
C -2.32601 -1.73143 3.05545
C -3.19957 -0.50207 3.03131
H 2.28923 1.66769 4.18903
H 1.59345 0.18324 4.85026
H 0.54101 1.54336 4.43127
H 2.18402 -0.10317 2.43460
H 1.12883 1.25746 2.01619
H 0.93375 -4.14808 1.11559
H 0.36610 -3.31284 2.56503
H 3.16076 -2.97549 1.34241
H 2.79313 -3.98043 2.74604
H 2.59019 -2.23044 2.84942
H -1.61593 -1.70468 3.88032
H -2.92212 -2.63805 3.13276
H -2.60046 0.40908 2.98602
H -3.79159 -0.46313 3.94597
H -3.88212 -0.52019 2.18236
C 2.11863 0.16325 -1.26503
N 3.06201 -0.36299 -2.22207
C 3.06914 0.49872 -3.40696
N 1.74442 0.55655 -4.02731
C 0.79704 1.07814 -3.07143
N 0.72502 0.22870 -1.83391
C 0.35028 -1.16153 -2.29054
N 1.30493 -1.68184 -3.24025
C 2.63102 -1.70749 -2.61962
C 1.34784 -0.80080 -4.40775
H 2.40575 1.17519 -0.97215
H 2.09244 -0.48040 -0.38723
H 3.78497 0.10859 -4.13002
H 3.37690 1.50526 -3.11855
H -0.19855 1.10541 -3.51499
H 1.09309 2.08489 -2.78013
H -0.63970 -1.10280 -2.74569
H 0.30909 -1.80600 -1.41736
H 3.35012 -2.11626 -3.32928
H 2.60079 -2.34831 -1.73688
H 0.36213 -0.77148 -4.87465
H 2.06440 -1.19265 -5.12912
```

Properties
* energy relative to the best compared isomer or geometry (same formula, charge and spin): 0.0 kcal/mol
* 2S+1: 1
* total charge: +1
* LUMO (spin up / spin down): -3.198 / -3.199 eV

And the Mulliken charges, in e, turn out to be: Pd -0.222; O -0.412; C 0.878; O -0.421; C 0.840; O -0.396; O -0.424; C -1.148; C 0.983; C -1.745; C -1.223; H 0.521; H 0.379; H -0.041; H 0.110; H 0.376; H 0.435; H 0.421; H 0.374; H 0.499; C -1.593; C 0.259; O -0.173; P 0.687; O -0.478; C -0.162; C -1.104; O -0.052; C -0.353; C -0.965; H 0.416; H 0.361; H 0.347; H 0.261; H 0.010; H 0.405; H 0.209; H 0.250; H 0.455; H 0.202; H 0.255; H 0.397; H 0.188; H 0.481; H 0.221; C -0.540; N 0.127; C -0.694; N 0.157; C -1.296; N 1.957; C -0.662; N 0.150; C -0.611; C -0.674; H 0.222; H -0.087; H 0.333; H 0.350; H 0.245; H 0.232; H 0.287; H -0.074; H 0.370; H 0.200; H 0.349; H 0.348


Entry 5:
The following is a quantum chemistry calculation of C22H30CoN7O7S as an isolated structure, from the OMol25 dataset.

Geometry as XYZ:
```
68
Properties=species:S:1:pos:R:3
Co 0.68946 -0.18831 -0.25547
O 6.49466 0.74232 -0.17744
C 5.13791 0.61367 -0.26130
C 4.50869 0.30911 -1.46310
C 3.13470 0.16087 -1.44118
N 2.46701 0.36314 -0.32387
C 3.04012 0.67081 0.83208
C 4.40919 0.80754 0.91546
C 1.98914 0.87540 1.93582
O 2.33601 1.30983 3.02681
O 0.78395 0.62697 1.54763
C 2.20702 -0.25439 -2.57731
O 2.64196 -0.36161 -3.71338
O 1.00236 -0.44284 -2.17610
H 6.87930 0.50660 -1.02927
H 5.04772 0.14223 -2.38674
H 4.89134 1.04907 1.85086
C -5.08997 -1.36369 -2.44221
C -4.41928 -1.81215 -1.15043
N -3.44817 -0.85777 -0.65507
C -3.95611 0.18652 0.22152
C -3.83433 -0.20414 1.69050
C -2.10609 -0.96617 -0.88373
C -1.62981 -2.11130 -1.71974
N -1.25861 -0.15449 -0.36658
H -5.81749 -2.10485 -2.77878
H -4.35024 -1.22307 -3.23029
H -5.61281 -0.41622 -2.30525
H -3.94476 -2.78273 -1.28472
H -5.17111 -1.95206 -0.36693
H -4.99627 0.37246 -0.05848
H -3.42877 1.12381 0.02457
H -4.46457 -1.06592 1.91871
H -4.13201 0.61849 2.34179
H -2.80321 -0.47625 1.92172
H -1.69623 -3.02927 -1.13089
H -0.59734 -1.94285 -2.00629
H -2.23129 -2.23107 -2.62109
H -1.65939 0.54859 0.24237
C 0.21513 5.78962 -1.48139
N 0.38053 5.08660 -0.23986
C 1.60032 5.22995 0.53453
C 1.42060 4.19496 1.65770
N 0.22423 3.47292 1.24319
C -0.30867 3.97678 0.11217
S -1.61920 3.33600 -0.70664
H 1.08236 5.62349 -2.12963
H 0.10835 6.86334 -1.30735
H -0.67707 5.41016 -1.97487
H 1.69483 6.24749 0.92156
H 2.47384 5.02661 -0.09734
H 1.26206 4.67806 2.62451
H 2.26622 3.51919 1.76098
H 0.10049 2.48791 1.46424
C -0.83523 -4.71726 2.46874
N 0.17098 -4.11626 1.62251
C 1.21367 -4.87620 1.18004
C 2.16502 -4.35920 0.39688
C 2.08297 -2.94443 0.03059
O 2.99098 -2.43430 -0.63348
N 0.99604 -2.22192 0.44266
C 0.02932 -2.76213 1.22577
O -0.97029 -2.16236 1.60933
H -1.38161 -5.50260 1.93719
H -1.53261 -3.93769 2.76140
H -0.37582 -5.14826 3.36201
H 1.20878 -5.90844 1.51096
H 3.00111 -4.93832 0.03941
```

Properties
* energy relative to the best compared isomer or geometry (same formula, charge and spin): 0.0 kcal/mol
* 2S+1: 2
* total charge: -1
* ⟨S²⟩: 0.757
* LUMO (spin up / spin down): 2.637 / 2.637 eV

And the Mulliken charges, in e, turn out to be: Co -0.793; O -0.561; C 1.086; C -0.531; C 0.250; N 0.534; C 0.733; C -0.751; C -0.150; O -0.791; O -0.533; C 0.080; O -0.803; O -0.387; H 0.290; H 0.410; H 0.581; C -1.157; C -0.823; N 0.446; C -0.751; C -0.771; C 1.479; C -1.757; N 0.448; H 0.404; H 0.251; H 0.313; H 0.419; H 0.402; H 0.471; H 0.114; H 0.300; H 0.389; H 0.095; H 0.258; H 0.023; H 0.576; H -0.181; C -1.005; N 0.029; C -0.603; C -0.252; N -0.044; C 0.409; S -0.598; H 0.321; H 0.297; H 0.326; H 0.317; H 0.342; H 0.256; H 0.036; H 0.168; C -1.244; N 0.198; C -0.179; C -1.068; C 0.407; O -0.602; N 0.421; C 0.332; O -0.739; H 0.340; H 0.344; H 0.388; H 0.365; H 0.424